# 1
# C29H61BBrO13PS2Si2

A structure of composition C29H61BBrO13PS2Si2 (ωB97M-V/def2-TZVPD, OMol25).

Output
E = -6435.588492 Eh
E_LUMO = 0.3117 eV
F_max = 0.83 eV/A
E_HOMO = -9.11 eV
molar mass = 859.79 g/mol

```
! wB97M-V def2-TZVPD RIJCOSX def2/J DEFGRID3
* xyz 0 1
C 0.79690 -2.17627 5.75260
B 0.97447 -1.39831 4.40634
O 2.19271 -0.85682 4.06814
Si -0.57835 -1.17184 3.11084
Br -1.37748 0.88565 3.40067
O 0.00257 -1.27715 1.55920
Si -0.71028 -1.99429 0.23997
C 0.25390 -3.54395 -0.15517
C -0.13237 -4.88575 0.49946
C -0.46655 -4.75703 1.98828
C -1.23728 -5.63588 -0.27871
C -0.53658 -0.86832 -1.27375
P 0.41650 0.63049 -1.16893
O 0.69206 1.21525 -2.49363
O 1.71402 0.25968 -0.31699
O -0.36311 1.63845 -0.19485
S -2.81193 -2.20106 0.63684
C -3.37538 -2.76347 -0.99997
C -4.70502 -2.16978 -1.41000
O -5.03372 -2.05267 -2.56097
O -5.48066 -1.82405 -0.38565
C -6.63527 -1.01890 -0.68419
C -6.95788 -0.22142 0.56334
C -7.82447 0.99073 0.29020
O -7.66880 -1.06284 1.48691
C -7.00376 -1.89429 2.33290
O -7.27306 -3.05306 2.36694
C -6.00507 -1.22609 3.24141
S -5.68314 -2.32365 4.64230
H 1.68328 -2.79399 5.92558
H -0.07436 -2.83769 5.70148
H 0.65622 -1.51191 6.61169
H 2.43091 -1.06820 3.15126
H -1.66297 -2.14169 3.34490
H 0.25349 -3.66507 -1.24319
H 1.29120 -3.32194 0.12899
H 0.76527 -5.51344 0.44559
H -1.47275 -4.36455 2.15452
H -0.41453 -5.73870 2.47164
H 0.27037 -4.12670 2.50223
H -2.10271 -5.85116 0.35426
H -1.59368 -5.04973 -1.13014
H -0.86809 -6.58198 -0.68257
H -0.00826 -1.44027 -2.04559
H -1.51400 -0.55263 -1.65405
H 1.67532 0.58479 0.59371
H -0.74326 2.33558 -0.75914
H -3.49228 -3.84994 -0.97605
H -2.66984 -2.49805 -1.78839
H -7.47154 -1.66984 -0.94518
H -6.39096 -0.35996 -1.52142
H -5.99899 0.10833 0.98377
H -8.80893 0.68777 -0.07280
H -7.34188 1.64943 -0.43411
H -7.96954 1.55565 1.21373
H -6.39452 -0.26256 3.56999
H -5.08494 -1.04973 2.67265
H -5.13985 -1.36384 5.39676
C 0.80006 6.47617 -0.37561
C 1.13427 5.42131 0.67988
C -0.24651 4.88002 1.02475
O -1.02479 4.98084 -0.17093
C -0.33849 5.79570 -1.12753
H 1.63504 6.73729 -1.02184
H 0.44448 7.39100 0.10343
H 1.75091 4.63554 0.23718
H 1.65668 5.81607 1.54995
H -0.71927 5.47296 1.81530
H -0.22888 3.83776 1.34093
H 0.04474 5.15408 -1.92854
H -1.04945 6.50142 -1.55817
C 6.08713 0.16868 2.50122
C 6.51437 -0.54975 3.78207
C 5.37285 -1.53980 3.97231
O 4.89953 -1.86737 2.65799
C 5.46703 -0.96952 1.70023
H 6.90831 0.65254 1.97501
H 5.33352 0.92565 2.72862
H 7.45651 -1.07814 3.62220
H 6.63687 0.11557 4.63493
H 4.54784 -1.09224 4.53097
H 5.67890 -2.45606 4.47834
H 6.22475 -1.50218 1.11590
H 4.68112 -0.63774 1.01970
C 2.34820 8.99936 -5.21622
C 0.88933 8.58451 -5.02581
C 0.97044 7.76205 -3.74581
O 2.03261 8.32745 -2.97548
C 2.78717 9.23730 -3.77663
H 2.47568 9.87966 -5.84421
H 2.91870 8.17936 -5.65671
H 0.26380 9.46609 -4.87166
H 0.48112 8.01862 -5.86151
H 1.21063 6.71533 -3.96234
H 0.05094 7.79184 -3.16159
H 2.56481 10.26187 -3.45940
H 3.84879 9.04894 -3.61409
C 2.99572 -5.86716 -4.39686
C 4.17450 -5.55749 -3.47389
C 3.58645 -4.47218 -2.58068
O 2.19038 -4.75989 -2.47428
C 1.81853 -5.74700 -3.43721
H 3.05294 -6.84685 -4.86837
H 2.92359 -5.11288 -5.18272
H 4.43194 -6.43871 -2.88279
H 5.06838 -5.22685 -4.00010
H 3.71244 -3.47974 -3.02566
H 4.01848 -4.45843 -1.57924
H 1.62948 -6.69550 -2.92216
H 0.89620 -5.43084 -3.92654
*
```

=====

# 2
# C7H13N3O2S

A structure of composition C7H13N3O2S in a non-equilibrium geometry (ωB97M-V/def2-TZVPD, OMol25).

Output
relative energy (zero: lowest compared OMol25 entry of this formula, charge and spin) = 65.00 kcal per mole
E = -987.318939 Eh
E_LUMO = 0.5318 eV
F_max = 4.19 eV/A
E_HOMO = -8.74 eV
molar mass = 203.27 g/mol

```
! wB97M-V def2-TZVPD RIJCOSX def2/J DEFGRID3
* xyz 0 1
C 0.00326 2.52586 0.01723
C -1.69611 0.87008 -0.01523
C -0.90270 -0.17124 -0.64357
C 1.10602 -1.26624 -1.31653
C 1.79335 -1.40072 0.00211
C 2.95052 -0.33602 1.70231
C 3.23755 0.66710 -0.43452
H 0.54154 1.55176 0.38528
H 0.46615 2.76293 -0.91877
H 0.19218 3.45516 0.83917
H 0.39702 -1.99760 -1.59163
H 1.89442 -0.87554 -2.05494
H 1.14859 -1.79084 0.85731
H 2.68361 -2.15314 -0.18749
H 3.66215 -1.30923 1.65507
H 3.63730 0.56649 2.11845
H 2.21011 -0.66697 2.54365
H 4.20132 0.07326 -0.37752
H 2.68752 0.89116 -1.34981
H 3.47640 1.60670 0.17365
N -2.75128 0.53576 0.72749
N -1.36017 -1.38077 -0.31234
N 2.20124 -0.00286 0.45375
O -1.44303 2.28008 -0.17115
O 0.20502 -0.07088 -1.40402
S -2.67964 -1.19910 0.53475
*
```

=====

# 3
# C51H37Cl3CsF6GeN11O2

A structure of composition C51H37Cl3CsF6GeN11O2 (ωB97M-V/def2-TZVPD, OMol25).

Output
relative energy (zero: lowest compared OMol25 entry of this formula, charge and spin) = 2.26 kcal per mole
E = -6795.639165 Eh
E_LUMO (alpha / beta) = 1.3358 / 1.3354 eV
F_max = 0.68 eV/A
E_HOMO (alpha / beta) = -3.00 / -5.35 eV
molar mass = 1261.79 g/mol

```
! wB97M-V def2-TZVPD RIJCOSX def2/J DEFGRID3
* xyz -1 2
Cs -0.33443 -0.55428 0.11861
C -5.84729 -1.80950 -2.93166
N -4.43749 -2.04324 -2.67902
C -3.53398 -1.22814 -2.11313
N -2.39473 -1.85968 -1.94179
C -2.66572 -3.10028 -2.42631
N -3.89390 -3.26157 -2.86922
C -6.69703 -2.14271 -1.72968
C -7.34502 -3.36567 -1.61526
C -8.08319 -3.66149 -0.47533
C -8.17217 -2.74748 0.56034
C -7.51853 -1.52417 0.45096
C -6.79055 -1.22611 -0.69400
C -7.57612 -0.55007 1.53812
N -8.30198 -0.54277 2.60102
N -7.95266 0.60660 3.30447
C -7.04830 1.19831 2.60485
O -6.76766 0.53221 1.46021
C -6.32242 2.43833 2.86974
C -6.50315 3.12012 4.06689
C -5.78706 4.28337 4.29673
C -4.89790 4.76258 3.34478
C -4.72062 4.08453 2.14353
C -3.75847 4.62327 1.10713
N -3.37206 3.63783 0.12094
C -2.55282 2.59089 0.26761
N -2.50977 1.88708 -0.85007
C -3.35168 2.57600 -1.66283
N -3.90857 3.63690 -1.11868
C -5.43623 2.92273 1.91297
H -6.12264 -2.41980 -3.78926
H -5.96465 -0.75947 -3.20101
H -3.73696 -0.20213 -1.84743
H -1.94083 -3.89704 -2.44841
H -7.25978 -4.09243 -2.41371
H -8.58141 -4.61803 -0.39049
H -8.73179 -2.96970 1.45882
H -6.28439 -0.27107 -0.77092
H -7.18876 2.72592 4.80461
H -5.91045 4.81458 5.23116
H -4.32864 5.66340 3.54392
H -2.85765 4.99581 1.59399
H -4.20542 5.44928 0.55520
H -2.02823 2.38050 1.18746
H -3.55017 2.29659 -2.68607
H -5.30442 2.38108 0.98592
C -0.44282 0.95609 4.64423
C -1.20676 2.06761 4.32164
C -0.85951 2.88641 3.25721
C 0.27344 2.58475 2.49494
C 1.08262 1.50776 2.87800
C 0.71968 0.68522 3.93300
C 0.65934 3.26814 1.26092
C 0.04152 4.40532 0.78152
C 0.40950 4.96954 -0.42016
C 1.49421 4.39124 -1.15024
C 1.95976 4.95350 -2.34428
C 3.05335 4.42771 -3.00893
C 3.69053 3.31439 -2.48044
C 3.24494 2.72911 -1.30474
C 2.14427 3.24590 -0.61359
N 1.70098 2.66426 0.57315
H -0.75426 0.29521 5.44175
H -2.09686 2.29279 4.89876
H -1.47291 3.74914 3.02167
H 1.33353 -0.16980 4.17822
H -0.73079 4.85784 1.38936
H -0.06270 5.86826 -0.79710
H 1.44983 5.83177 -2.72601
H 3.40807 4.88073 -3.92699
H 4.55132 2.88836 -2.98200
H 3.76732 1.87184 -0.91317
C 3.35491 -3.85259 -2.08891
C 2.20645 -3.26034 -1.53911
N 1.67244 -2.15088 -1.99461
C 2.27233 -1.52672 -3.02675
C 3.41114 -2.04619 -3.66056
C 3.94736 -3.24533 -3.16167
C 4.00317 -1.34730 -4.76874
C 3.49189 -0.17883 -5.19999
C 2.35208 0.40963 -4.55210
C 1.83422 1.65598 -4.93893
C 0.78425 2.19307 -4.24604
C 0.25798 1.46470 -3.16909
N 0.70364 0.28463 -2.80092
C 1.74109 -0.24522 -3.47221
H 3.75217 -4.76142 -1.65853
H 1.71983 -3.71245 -0.68047
H 4.83393 -3.66437 -3.62379
H 4.87672 -1.77918 -5.24284
H 3.94332 0.35129 -6.03058
H 2.29344 2.18980 -5.76329
H 0.38335 3.16778 -4.48632
H -0.55481 1.87598 -2.57763
Cl 4.37057 2.84463 1.86413
Ge 2.69676 1.39605 1.79845
Cl 2.87306 -0.17681 0.26385
Cl 3.85557 0.05422 3.28891
C -0.55484 -4.34202 1.77597
C -0.22583 -3.24273 2.81275
O -0.04928 -2.04069 2.26933
C 1.06147 -3.68065 3.56541
F 1.44495 -2.80946 4.50506
F 0.95591 -4.88965 4.18116
F 2.08230 -3.79608 2.69562
C -1.41256 -3.19992 3.81624
F -1.71685 -4.39317 4.38636
F -1.22257 -2.33778 4.82880
F -2.53548 -2.80154 3.18057
H 0.28093 -4.39703 1.07973
H -1.44551 -4.02193 1.23523
H -0.72664 -5.32869 2.20918
*
```

=====

> The highest F_max belongs to which entry?

C7H13N3O2S